# 1
The following is a quantum chemistry calculation of C33H32BCrN14 as an isolated structure, from the OMol25 dataset.

Last column: Mulliken charge in e.
Cartesian coordinates (Å):
Cr: 0.567 -0.082 -0.636  0.18
C: 1.151 0.574 3.526  -2.02
C: 1.615 0.264 2.255  -0.88
N: 0.596 0.166 1.399  0.96
N: -0.543 0.398 2.095  0.91
C: -0.230 0.639 3.384  0.16
B: -1.940 0.182 1.362  -0.79
N: -2.096 1.222 0.217  0.70
C: -3.012 2.212 0.112  0.02
C: -2.773 2.893 -1.061  -1.52
C: -1.674 2.233 -1.628  -0.72
N: -1.274 1.231 -0.854  0.72
N: -1.893 -1.259 0.759  0.12
C: -2.587 -2.374 1.061  -0.19
C: -2.118 -3.410 0.280  -1.65
C: -1.099 -2.838 -0.482  -0.79
N: -0.957 -1.549 -0.189  0.87
N: -3.133 0.385 2.272  0.26
C: -4.421 0.003 2.019  -0.37
C: -5.232 0.649 2.901  -1.01
C: -4.348 1.447 3.659  -0.36
N: -3.086 1.299 3.283  -0.69
H: 1.720 0.691 4.436  0.53
H: 2.630 0.091 1.920  0.55
H: -1.007 0.836 4.104  0.68
H: -3.778 2.364 0.863  0.41
H: -3.332 3.725 -1.460  0.49
H: -1.169 2.435 -2.564  0.46
H: -3.354 -2.376 1.820  0.77
H: -2.469 -4.431 0.262  0.49
H: -0.458 -3.310 -1.215  0.60
H: -4.675 -0.672 1.215  0.60
H: -6.306 0.577 2.985  0.46
H: -4.585 2.118 4.476  0.44
C: 3.123 2.175 -0.958  -0.85
N: 2.660 0.819 -1.306  -0.15
C: 2.896 0.489 -2.732  -1.04
C: 1.814 -0.412 -3.232  -0.15
N: 0.618 -0.407 -2.691  0.95
C: -0.177 -1.229 -3.511  0.21
C: -1.541 -1.506 -3.467  -0.20
C: -2.046 -2.337 -4.444  -0.77
C: -1.224 -2.882 -5.447  -0.56
C: 0.120 -2.585 -5.520  -1.12
C: 0.615 -1.732 -4.540  0.45
N: 1.881 -1.188 -4.323  -0.01
C: 2.402 2.681 0.252  -0.02
N: 1.076 2.504 0.417  0.04
C: 0.777 3.058 1.582  0.78
C: -0.495 3.122 2.250  0.06
C: -0.539 3.777 3.465  -0.67
C: 0.613 4.354 3.999  -0.62
C: 1.891 4.298 3.344  -0.97
C: 1.935 3.642 2.162  0.25
N: 2.963 3.369 1.248  -0.01
H: 2.862 2.859 -1.767  0.37
H: 4.204 2.229 -0.821  0.41
H: 3.142 0.144 -0.715  0.25
H: 3.893 0.091 -2.925  0.49
H: 2.814 1.414 -3.301  0.49
H: -2.171 -1.068 -2.702  0.34
H: -3.104 -2.571 -4.448  0.46
H: -1.659 -3.537 -6.192  0.41
H: 0.744 -2.981 -6.313  0.44
H: 2.687 -1.318 -4.912  0.27
H: -1.385 2.680 1.807  0.36
H: -1.475 3.847 4.003  0.59
H: 0.545 4.871 4.951  0.44
H: 2.767 4.760 3.785  0.50
H: 3.933 3.633 1.337  0.28
C: 2.684 -4.943 -0.056  -0.31
C: 3.229 -4.192 -1.087  -1.03
C: 3.042 -2.821 -1.074  0.09
N: 2.346 -2.168 -0.137  0.35
C: 1.849 -2.908 0.859  -0.17
C: 1.992 -4.283 0.942  -1.05
H: 2.808 -6.019 -0.029  0.44
H: 3.802 -4.657 -1.880  0.45
H: 3.496 -2.216 -1.854  0.34
H: 1.300 -2.372 1.625  0.30
H: 1.560 -4.821 1.777  0.47

E_LUMO (alpha / beta) (eV): -5.54 / -8.84
Expectation value of S²: 8.78
Net charge: +2
Orbital gap (alpha / beta) (Ha): 0.25367 / 0.17532
2S+1: 6


# 2
The following is a quantum chemistry calculation of C33H32Br2N6O2SiSn as an isolated structure, from the OMol25 dataset.

Last column: Mulliken charge in e.
Cartesian coordinates (Å):
Sn: -0.175 0.618 0.230  0.37
O: 1.258 3.892 -6.915  -0.39
C: 1.802 2.875 -7.066  0.84
O: 2.341 1.852 -7.185  -0.39
C: 0.442 1.784 -4.552  -1.07
C: 0.757 0.507 -4.185  -1.15
C: 0.374 0.168 -2.890  0.68
N: -0.240 1.052 -2.091  0.92
C: -0.560 2.283 -2.516  0.23
C: -0.217 2.710 -3.797  -0.99
C: -1.339 3.117 -1.558  0.66
C: -1.780 4.396 -1.860  -1.00
C: -2.552 5.073 -0.926  -0.61
C: -2.853 4.459 0.277  -0.90
C: -2.350 3.192 0.512  -0.22
N: -1.617 2.534 -0.384  0.52
C: 0.555 -1.189 -2.308  0.54
C: 1.132 -2.236 -3.006  -0.68
C: 1.214 -3.480 -2.399  -1.03
C: 0.713 -3.643 -1.119  -0.93
C: 0.163 -2.546 -0.483  -0.33
N: 0.084 -1.347 -1.064  1.03
H: 1.255 -0.182 -4.852  0.51
H: -0.460 3.695 -4.173  0.48
H: -1.538 4.863 -2.803  0.45
H: -2.912 6.070 -1.142  0.47
H: -3.453 4.952 1.028  0.46
H: -2.531 2.684 1.453  0.46
H: 1.513 -2.095 -4.007  0.53
H: 1.660 -4.313 -2.927  0.47
H: 0.748 -4.598 -0.614  0.54
H: -0.230 -2.625 0.522  0.42
Br: 0.621 4.075 2.228  -0.12
C: 0.499 3.269 3.968  -0.65
Br: -0.020 1.407 3.908  0.06
H: -0.246 3.802 4.540  0.47
H: 1.476 3.307 4.429  0.39
C: 3.330 -0.277 -0.693  -0.21
Si: 3.490 -0.406 1.168  -0.10
C: 3.542 1.289 1.940  -0.56
C: 5.051 -1.350 1.546  -1.26
N: 1.949 -1.082 1.716  0.76
C: 1.666 -1.908 2.713  -0.26
C: 2.623 -2.701 3.428  -0.35
C: 2.239 -3.533 4.453  -0.78
C: 0.900 -3.620 4.837  -0.54
C: -0.068 -2.860 4.170  -0.74
C: 0.302 -2.037 3.137  0.66
H: 4.233 0.174 -1.112  0.53
H: 2.493 0.359 -0.998  -0.29
H: 3.209 -1.260 -1.156  0.16
H: 4.439 1.829 1.623  0.42
H: 3.564 1.217 3.030  0.29
H: 2.671 1.887 1.659  -0.04
H: 5.865 -0.860 1.003  0.40
H: 5.021 -2.390 1.213  0.38
H: 5.319 -1.327 2.603  0.37
H: 3.664 -2.649 3.142  0.24
H: 2.983 -4.123 4.972  0.45
H: 0.610 -4.272 5.649  0.42
H: -1.105 -2.924 4.478  0.42
H: -0.436 -1.435 2.621  0.14
N: -4.030 -0.897 1.761  -0.03
C: -2.794 -0.387 1.826  -0.86
N: -2.238 -0.274 0.635  0.75
C: -3.192 -0.740 -0.282  0.41
C: -3.163 -0.829 -1.673  -0.24
C: -4.286 -1.330 -2.297  -0.92
C: -5.418 -1.736 -1.570  -0.56
C: -5.462 -1.646 -0.195  -1.13
C: -4.325 -1.137 0.425  0.67
H: -4.635 -1.055 2.551  0.27
H: -2.333 -0.088 2.757  0.42
H: -2.301 -0.513 -2.243  0.28
H: -4.301 -1.413 -3.376  0.47
H: -6.275 -2.123 -2.103  0.42
H: -6.334 -1.952 0.366  0.46

E_LUMO (alpha / beta) (eV): -6.15 / -6.11
Net charge: +2
Orbital gap (alpha / beta) (Ha): 0.24080 / 0.26654
2S+1: 1


# 3
The following is a quantum chemistry calculation of C33H32BrF6N5NaO8PS4 as an isolated structure at a distorted geometry, from the OMol25 dataset.

Last column: Mulliken charge in e.
Cartesian coordinates (Å):
Na: -0.023 -0.531 0.649  0.83
C: -4.850 -1.054 7.495  -1.42
C: -4.246 -0.526 6.220  1.18
C: -5.025 0.098 5.260  -0.79
C: -4.466 0.552 4.065  -0.59
C: -3.114 0.389 3.822  -0.51
C: -2.322 -0.252 4.774  -0.44
C: -2.883 -0.688 5.959  -0.98
S: -2.448 0.724 2.186  1.49
O: -3.567 1.340 1.480  -0.91
O: -1.335 1.646 2.385  -0.86
N: -1.940 -0.630 1.682  0.29
C: -2.813 -1.393 0.759  -0.49
C: -2.049 -2.424 -0.131  0.18
O: -2.745 -3.352 -0.588  -0.89
O: -0.828 -2.213 -0.366  -0.43
H: -5.860 -0.666 7.642  0.34
H: -4.251 -0.777 8.365  0.34
H: -4.913 -2.146 7.482  0.27
H: -6.088 0.228 5.437  0.26
H: -5.073 1.031 3.308  0.48
H: -1.269 -0.405 4.577  0.45
H: -2.254 -1.181 6.695  0.34
H: -3.333 -0.716 0.073  0.32
H: -3.586 -1.929 1.319  0.25
F: 2.966 0.265 4.437  -0.24
C: 2.753 1.399 3.743  0.38
F: 3.707 1.502 2.819  -0.19
F: 2.925 2.427 4.601  -0.26
S: 1.007 1.353 3.102  1.25
O: 0.949 0.034 2.510  -0.31
O: 0.384 1.597 4.371  -0.66
N: 1.285 2.521 1.993  -0.77
S: 0.582 2.683 0.588  1.19
O: -0.026 1.522 -0.016  0.31
O: 1.491 3.409 -0.294  -1.07
C: -0.691 4.071 0.736  0.25
F: -0.753 4.684 -0.465  -0.23
F: -1.914 3.745 1.073  -0.15
F: -0.212 4.968 1.616  -0.25
C: 1.185 0.550 -2.958  -1.34
P: -0.537 -0.035 -2.611  1.46
C: -0.592 -1.306 -3.947  0.17
C: -0.623 -2.639 -3.542  -0.20
C: -0.555 -3.656 -4.491  -0.77
C: -0.463 -3.355 -5.840  -0.38
C: -0.449 -2.025 -6.253  -0.68
C: -0.514 -1.011 -5.310  -0.38
C: -1.476 1.335 -3.411  0.07
C: -1.074 2.660 -3.250  -0.28
C: -1.860 3.707 -3.717  -0.61
C: -3.063 3.448 -4.355  -0.47
C: -3.482 2.132 -4.509  -0.63
C: -2.702 1.090 -4.032  -0.58
H: 1.450 1.359 -2.275  0.12
H: 1.300 0.880 -3.993  0.63
H: 1.865 -0.281 -2.760  0.33
H: -0.720 -2.865 -2.480  0.24
H: -0.587 -4.688 -4.163  0.44
H: -0.408 -4.151 -6.575  0.35
H: -0.386 -1.780 -7.307  0.37
H: -0.510 0.024 -5.634  0.36
H: -0.149 2.887 -2.733  0.09
H: -1.530 4.727 -3.563  0.41
H: -3.680 4.264 -4.711  0.35
H: -4.427 1.915 -4.993  0.37
H: -3.053 0.069 -4.137  0.45
Br: 0.089 -3.154 3.129  -0.13
C: 1.661 -3.418 2.085  0.22
C: 2.659 -4.246 2.589  -0.74
C: 3.748 -4.491 1.776  -0.26
C: 3.787 -3.924 0.510  -0.89
C: 2.741 -3.104 0.127  -0.31
N: 1.692 -2.838 0.908  0.40
H: 2.566 -4.678 3.574  0.41
H: 4.553 -5.128 2.123  0.34
H: 4.613 -4.104 -0.165  0.40
H: 2.725 -2.638 -0.849  0.49
C: 5.673 -0.302 -2.170  -0.94
N: 5.098 0.991 -1.890  0.35
C: 5.378 2.172 -2.563  -0.38
C: 4.566 3.119 -2.052  -0.64
N: 3.818 2.523 -1.062  0.24
C: 4.113 1.200 -0.967  -0.58
S: 3.401 0.089 0.059  0.06
H: 6.692 -0.171 -2.531  0.33
H: 5.083 -0.840 -2.915  0.28
H: 5.669 -0.884 -1.249  0.34
H: 6.125 2.226 -3.335  0.41
H: 4.473 4.163 -2.292  0.44
H: 2.947 2.879 -0.652  0.34

E_LUMO (eV): 3.58
Net charge: -2
Orbital gap (Ha): 0.22819
2S+1: 1


The calculation returns the following energy relative to the best compared isomer or geometry (same formula, charge and spin) values, one per record and in order: 52.9 10.6 299.7 kJ/mol.
The calculation returns the following total energy values, one per record and in order: -3112.32327 -7407.14394 -7422.17845 hartree.